(1)
A molecular structure, C38H48As3IrN8O3, computed with ωB97M-V/def2-TZVPD.

Its expectation value of S² is 0.788. Its spin multiplicity is 2. The total charge is +3. Its energy relative to the best compared isomer or geometry (same formula, charge and spin) is 9.2 kJ/mol. Its frontier orbital gap (spin up / spin down) is 0.214 / 0.104 hartree.

Geometry as XYZ:
```
101
C38H48As3IrN8O3, DFT ωB97M-V/def2-TZVPD
Ir -0.8960 0.0798 -0.2926
C 0.0760 -4.1870 3.2011
N -0.5625 -2.9953 2.6422
C -0.3315 -2.4338 1.4620
N -0.9985 -1.2846 1.3894
C -1.6520 -1.2154 2.5891
N -1.4042 -2.2338 3.3708
C 1.5643 -3.9809 3.4059
C 2.4170 -5.0893 3.5354
C 3.7886 -4.9357 3.7144
C 4.3474 -3.6741 3.7607
C 3.4976 -2.5589 3.6542
C 2.1083 -2.7241 3.4861
C 4.0175 -1.2468 3.7058
N 5.2950 -0.8336 3.7255
N 5.2850 0.4823 3.7165
C 4.0021 0.8749 3.7091
O 3.1807 -0.1925 3.7042
C 3.4548 2.1796 3.6836
C 4.2791 3.3179 3.6051
C 3.6848 4.5616 3.5477
C 2.2947 4.6812 3.5567
C 1.4668 3.5545 3.6436
C -0.0438 3.6636 3.6826
N -0.6797 3.0686 2.4948
C -0.6945 1.8036 2.1002
N -1.3370 1.7112 0.9378
C -1.7090 3.0004 0.6774
N -1.3208 3.8428 1.5946
C 2.0568 2.3151 3.7265
H -0.1106 -5.0285 2.5343
H -0.4291 -4.3872 4.1453
H 0.3094 -2.8517 0.7034
H -2.3215 -0.4174 2.8672
H 2.0028 -6.0903 3.4913
H 4.4167 -5.8102 3.8120
H 5.4125 -3.5332 3.8888
H 1.4844 -1.8430 3.4207
H 5.3553 3.2065 3.5899
H 4.2974 5.4507 3.4933
H 1.8499 5.6680 3.5061
H -0.3806 4.6962 3.7052
H -0.4375 3.1597 4.5651
H -0.2399 0.9891 2.6334
H -2.3020 3.2923 -0.1727
H 1.4583 1.4251 3.8552
C -4.4926 -0.0052 0.3788
As -3.1296 -0.5927 -0.8565
C -3.2805 -2.5172 -0.8159
C -3.8430 -0.0361 -2.5736
C -2.8950 0.0228 -3.7810
C -2.0395 -1.2464 -3.8721
C -1.9989 1.2672 -3.7061
As -0.5920 1.3441 -2.3598
C -0.2650 3.2496 -2.3077
C 0.9874 0.7215 -3.2828
C -3.7408 0.1048 -5.0665
As -5.0836 1.5253 -5.5308
C -3.8566 2.7969 -6.3819
C -5.4015 2.5838 -3.8990
H -5.4744 -0.2058 -0.0485
H -4.3948 1.0630 0.5643
H -4.4021 -0.5491 1.3176
H -4.2922 -2.7967 -1.1084
H -3.0953 -2.8759 0.1952
H -2.5672 -2.9651 -1.5044
H -4.3046 0.9366 -2.4027
H -4.6548 -0.7434 -2.7666
H -1.3820 -1.3793 -3.0046
H -1.4082 -1.2139 -4.7619
H -2.6711 -2.1322 -3.9582
H -2.6026 2.1636 -3.5523
H -1.4704 1.4029 -4.6533
H -0.1537 3.5668 -3.3449
H 0.6516 3.4741 -1.7659
H -1.0969 3.7964 -1.8735
H 1.0664 1.2762 -4.2168
H 0.9045 -0.3403 -3.5011
H 1.8721 0.9143 -2.6784
H -4.2856 -0.8371 -5.1653
H -3.0557 0.1388 -5.9194
H -3.4690 2.3608 -7.3015
H -3.0259 3.0885 -5.7384
H -4.4200 3.6898 -6.6493
H -6.0473 2.0504 -3.2024
H -5.9560 3.4584 -4.2407
H -4.5053 2.9422 -3.3889
O 1.2327 0.2689 -0.0377
C 1.3961 -0.8577 -0.5999
O 0.3378 -1.4025 -1.0934
C 2.6934 -1.5366 -0.6329
C 2.8028 -2.8126 -1.1843
C 4.0324 -3.4523 -1.1894
C 5.1480 -2.8128 -0.6637
C 5.0436 -1.5320 -0.1280
C 3.8153 -0.8942 -0.1036
H 1.9342 -3.2872 -1.6235
H 4.1284 -4.4370 -1.6266
H 6.1118 -3.3046 -0.6915
H 5.9270 -1.0321 0.2470
H 3.7160 0.1131 0.2840
```

---

(2)
C5H8N2 in the gas phase in a non-equilibrium geometry, computed with ωB97M-V/def2-TZVPD.

Its spin multiplicity is 1. The total charge is 0. Its energy relative to the best compared isomer or geometry (same formula, charge and spin) is 795.1 kJ/mol. Its frontier orbital gap is 0.211 hartree.

Geometry as XYZ:
```
15
C5H8N2, DFT ωB97M-V/def2-TZVPD
C -0.8730 -1.0654 -0.0562
C -0.6505 -0.2505 1.1784
C -0.7988 0.4463 -0.1874
C 0.5031 1.0380 -0.5550
N 2.3253 -0.3623 0.0220
C 1.5070 0.0301 -0.8243
N -1.9658 1.0649 -0.5681
H -0.1353 -1.8071 -0.3548
H 3.3054 -0.3343 -0.1749
H -1.8528 -1.4013 -0.3084
H 0.3280 -0.0962 1.6286
H -1.4564 -0.4496 1.8841
H 0.6681 2.0209 -0.1211
H 1.2804 -0.5784 -1.7287
H -2.1847 1.7449 0.1657
```

---

(3)
C7H5NOS in the gas phase in a non-equilibrium geometry, computed with ωB97M-V/def2-TZVPD.

As for the structure (SMILES): O=c1s[nH]c2ccccc12. Its spin multiplicity is 1. The total charge is 0. Its energy relative to the best compared isomer or geometry (same formula, charge and spin) is 182.4 kJ/mol. Its frontier orbital gap is 0.318 hartree.

Geometry as XYZ:
```
15
C7H5NOS, DFT ωB97M-V/def2-TZVPD
O -1.9150 -1.2724 2.3877
C -0.8624 -0.8653 2.0019
S 0.8475 -0.8647 2.7489
N 1.6928 -0.1912 1.4305
C 0.7637 0.0600 0.3646
C 1.2298 0.5690 -0.7938
C 0.3496 0.6887 -1.8800
C -0.9975 0.1873 -1.7427
C -1.4447 -0.0947 -0.4561
C -0.5905 -0.3000 0.6645
H 2.1504 0.6211 1.8208
H 2.2270 0.7795 -0.8920
H 0.8981 0.7694 -2.8920
H -1.8642 0.2359 -2.3930
H -2.4844 -0.3226 -0.3695
```

---

(4)
C5H10O in the gas phase in a non-equilibrium geometry, computed with ωB97M-V/def2-TZVPD.

Its spin multiplicity is 1. The total charge is 0. Its energy relative to the best compared isomer or geometry (same formula, charge and spin) is 414.7 kJ/mol. Its frontier orbital gap (spin up / spin down) is 0.324 / 0.265 hartree.

Geometry as XYZ:
```
16
C5H10O, DFT ωB97M-V/def2-TZVPD
C -0.5705 2.4003 0.1950
C -0.4525 0.9367 -0.1298
C -0.2176 -1.8746 -0.9105
C 0.9982 -1.6336 -0.1403
C 0.5928 -0.7627 1.0479
O -0.2855 0.2352 1.0947
H -1.4448 2.5967 0.8213
H -0.6413 2.9646 -0.7393
H 0.3362 2.6942 0.7324
H -1.3084 0.5134 -0.6760
H -1.0537 -2.4050 -0.4627
H -0.3324 -1.4026 -1.8889
H 1.9047 -1.3569 -0.7140
H 1.2395 -2.5306 0.4466
H 0.4284 0.7512 -0.7327
H 0.8069 -1.1263 2.0563
```